Molecular formula: C41H32N7O4RbSb
Method: DFT, the ωB97M-V functional and the def2-TZVPD basis

Atoms and positions in Å:
Rb: 0.67316 0.65534 -0.30738
O: -2.02796 1.44649 -4.79727
C: -0.83298 1.32854 -4.16836
O: -0.32920 0.25943 -3.95943
C: -0.24152 2.65505 -3.80116
C: -0.65020 3.82024 -4.42827
C: -0.00895 5.00097 -4.07024
C: 0.98530 4.95713 -3.11577
C: 1.31772 3.73503 -2.52272
N: 0.70681 2.60602 -2.86546
C: 2.43277 3.68724 -1.43889
O: 2.97924 4.77813 -1.22314
O: 2.63107 2.56398 -0.93298
H: -2.33687 0.53771 -4.93531
H: -1.43545 3.79896 -5.16983
H: -0.28933 5.93669 -4.53856
H: 1.53201 5.83000 -2.78805
C: -2.54822 1.96353 -0.55426
C: -2.97343 0.84614 -1.46357
C: -4.15863 0.92875 -2.19321
C: -4.55052 -0.15082 -2.96132
C: -3.75761 -1.28922 -2.95723
C: -2.58270 -1.29214 -2.20729
N: -2.19323 -0.23509 -1.49957
Sb: -1.50229 -3.16005 -2.13946
C: -1.06966 -3.20378 -0.03082
C: -0.34066 -4.28092 0.46398
C: -0.11606 -4.35531 1.82815
C: -0.63259 -3.36521 2.64454
C: -1.36017 -2.32791 2.07329
C: -1.90072 -1.19953 2.89477
N: -1.57721 -2.26067 0.75398
C: 0.41215 -2.53133 -2.88853
C: 0.70046 -2.89782 -4.19718
C: 1.90641 -2.48677 -4.74392
C: 2.77379 -1.75142 -3.96224
C: 2.42131 -1.44314 -2.64900
C: 3.34012 -0.64412 -1.77146
N: 1.25097 -1.83467 -2.12703
H: -3.30889 2.74207 -0.51118
H: -1.60849 2.42246 -0.88116
H: -2.38664 1.57269 0.45262
H: -4.75644 1.82974 -2.14990
H: -5.46735 -0.11485 -3.53759
H: -4.04892 -2.17303 -3.51176
H: 0.04380 -5.03870 -0.20947
H: 0.47172 -5.16120 2.25004
H: -0.44431 -3.37154 3.71012
H: -1.85780 -1.42167 3.96111
H: -2.93032 -0.97905 2.61060
H: -1.30588 -0.30236 2.70052
H: -0.00506 -3.48431 -4.77188
H: 2.16608 -2.73984 -5.76500
H: 3.72227 -1.40764 -4.35374
H: 4.37692 -0.75051 -2.09021
H: 3.26005 -0.98451 -0.73674
H: 3.09642 0.42372 -1.80037
N: 3.48321 0.71375 10.55906
C: 3.11493 0.67980 9.47005
C: 2.65515 0.63668 8.10892
C: 3.37571 1.29137 7.11075
C: 2.92946 1.24530 5.80244
C: 1.76720 0.55254 5.47472
C: 1.05548 -0.09802 6.47687
C: 1.49181 -0.05954 7.78987
C: 1.30088 0.50805 4.05620
C: 0.51604 1.58948 3.65373
C: 0.18922 2.71527 4.48235
C: -0.55752 3.56558 3.71022
C: -0.66829 2.91965 2.44426
N: -0.04695 1.76046 2.39498
C: 1.73742 -0.60482 3.32677
C: 2.56721 -1.65959 3.82663
C: 2.80565 -2.49794 2.76513
C: 2.11821 -1.91721 1.66073
N: 1.48238 -0.80695 1.98304
H: 4.27826 1.82990 7.36662
H: 3.47845 1.74946 5.01771
H: 0.15198 -0.63508 6.21791
H: 0.93834 -0.56396 8.57062
H: 0.49145 2.86052 5.50809
H: -0.96876 4.52438 3.98537
H: -1.19508 3.30877 1.58028
H: 2.93445 -1.75766 4.83713
H: 3.39786 -3.40092 2.75876
H: 2.06310 -2.31057 0.65121

HOMO level: -4.46 eV
gap between HOMO and LUMO: 6.340 eV
charge: -1
ΔE to the lowest compared entry with this formula, charge and spin: 0.0 kJ/mol
strongest force on any atom: 0.22 eV/A

Atom charges from the Mulliken analysis, given in e for atoms 1 to 4: atom 1 (Rb): 0.4501, atom 2 (O): -0.4802, atom 3 (C): 0.1486, atom 4 (O): -0.2836